1.
{"formula": "C31H34IrN6O4S2", "method": "ωB97M-V/def2-TZVPD", "elements": ["Ir", "N", "C", "S", "N", "N", "C", "C", "C", "C", "C", "C", "C", "O", "H", "H", "H", "H", "H", "H", "H", "C", "C", "C", "C", "C", "C", "C", "S", "O", "O", "N", "C", "C", "C", "C", "C", "N", "H", "H", "H", "H", "H", "H", "H", "H", "H", "H", "H", "C", "C", "C", "O", "H", "H", "H", "H", "H", "H", "H", "C", "C", "C", "C", "C", "C", "C", "C", "N", "H", "H", "H", "H", "H", "H", "H", "H", "H"], "xyz": [[-1.07526, -0.19393, -0.48783], [-4.31402, -3.59327, 0.53843], [-4.02583, -2.23439, 0.30214], [-5.05452, -1.44563, -0.82054], [-3.09213, -1.80275, 1.09099], [-2.53052, -0.55347, 0.91645], [-2.63133, 0.19678, 1.95624], [-2.19585, 1.57014, 2.12597], [-2.55698, 2.19505, 3.32472], [-2.28251, 3.52295, 3.58332], [-1.63057, 4.26779, 2.59598], [-1.25010, 3.68359, 1.41040], [-1.48001, 2.30965, 1.14536], [-1.03661, 1.81439, 0.03901], [-4.69222, -4.02503, -0.28986], [-3.50092, -4.07105, 0.90415], [-3.20571, -0.23137, 2.77476], [-3.07178, 1.59758, 4.07078], [-2.56933, 3.97541, 4.52411], [-1.42303, 5.31993, 2.76267], [-0.72923, 4.24857, 0.64611], [4.31344, 2.43435, 2.21898], [3.64848, 1.91821, 0.97207], [2.62987, 2.63928, 0.35382], [1.99456, 2.14864, -0.77345], [2.39447, 0.92864, -1.29680], [3.39853, 0.19035, -0.69337], [4.02176, 0.69005, 0.43858], [1.57328, 0.30494, -2.73215], [2.07263, -1.02836, -2.95253], [1.75170, 1.25322, -3.81525], [0.05797, 0.31315, -2.23090], [-1.04031, 0.77283, -2.91192], [-1.18532, 1.35620, -4.17648], [-2.45625, 1.74785, -4.54585], [-3.53849, 1.58476, -3.68463], [-3.31766, 0.99513, -2.45381], [-2.10506, 0.58355, -2.10538], [3.78059, 3.29802, 2.61846], [5.34571, 2.73419, 2.01868], [4.33177, 1.65647, 2.98445], [2.30233, 3.57842, 0.78643], [1.17026, 2.68469, -1.22574], [3.66061, -0.77692, -1.09970], [4.77026, 0.09227, 0.94579], [-0.32314, 1.49635, -4.80649], [-2.60850, 2.19244, -5.52339], [-4.53637, 1.89251, -3.96336], [-4.10274, 0.81635, -1.73370], [-1.39215, -2.47324, -3.54120], [-0.79902, -2.78405, -2.16158], [-1.03218, -4.26617, -1.85252], [-1.40850, -2.06561, -1.14147], [-1.03077, -3.19381, -4.28387], [-1.11368, -1.47949, -3.88841], [-2.48265, -2.53292, -3.48131], [0.28257, -2.60196, -2.21276], [-2.09777, -4.49327, -1.95340], [-0.73467, -4.48354, -0.82644], [-0.46560, -4.90917, -2.53476], [1.70623, -3.06647, 0.16817], [2.19574, -2.12806, 1.22756], [3.37156, -2.34921, 1.91168], [3.85000, -1.47107, 2.88556], [3.08935, -0.33389, 3.14518], [1.91165, -0.04640, 2.48153], [1.14822, 1.20443, 2.78076], [1.40170, -0.95419, 1.49020], [0.27017, -0.77585, 0.84759], [2.18157, -4.04711, 0.25628], [1.90889, -2.67560, -0.83449], [0.62179, -3.17879, 0.23416], [3.93526, -3.24972, 1.67671], [4.77449, -1.66389, 3.41655], [3.42757, 0.37375, 3.90030], [1.72279, 1.86651, 3.43413], [0.19393, 0.98625, 3.26733], [0.90756, 1.74404, 1.86275]], "energy_ev": -74339.6598, "total_charge": -2, "spin_multiplicity": 2, "e_homo_ha": [-0.0411, -0.0284], "de_lowest_kj_mol": 64.6, "s2": 0.761}

2.
{"formula": "C31H34N7O4ReS", "method": "ωB97M-V/def2-TZVPD", "elements": ["Re", "C", "N", "C", "C", "C", "N", "C", "C", "C", "C", "C", "C", "C", "O", "C", "C", "C", "N", "C", "C", "C", "C", "C", "C", "C", "O", "H", "H", "H", "H", "H", "H", "H", "H", "H", "H", "H", "H", "H", "H", "H", "H", "H", "H", "H", "H", "H", "H", "H", "H", "H", "N", "C", "C", "C", "C", "C", "C", "S", "O", "O", "N", "C", "N", "C", "C", "C", "N", "H", "H", "H", "H", "H", "H", "H", "H", "H"], "xyz": [[0.39407, -0.95714, -0.39567], [-2.37875, -0.46295, 0.73174], [-1.84334, -1.13477, -0.48285], [-2.37500, -0.35478, -1.62729], [-2.04468, -0.76961, -3.05669], [-0.59108, -1.15386, -3.37283], [0.42463, -0.65221, -2.44716], [1.31077, 0.16193, -2.95020], [2.53991, 0.54845, -2.35516], [3.29930, 1.56896, -2.96057], [4.57725, 1.83007, -2.55058], [5.16059, 1.02078, -1.56222], [4.45238, 0.00852, -0.96681], [3.09868, -0.21251, -1.29072], [2.42887, -1.13088, -0.64618], [-2.33360, -2.53711, -0.44904], [-1.76096, -3.53105, -1.46022], [-0.24379, -3.81313, -1.35694], [0.37245, -3.04631, -0.28108], [0.92177, -3.72282, 0.68337], [1.33316, -3.24268, 1.95148], [1.98044, -4.12420, 2.84260], [2.24119, -3.76191, 4.13490], [1.82609, -2.49876, 4.58965], [1.16970, -1.62895, 3.75640], [0.91974, -1.96134, 2.40829], [0.27809, -1.12706, 1.64766], [-3.47085, -0.52036, 0.74771], [-2.08479, 0.58547, 0.73649], [-1.97869, -0.93484, 1.62467], [-1.98003, 0.64387, -1.49918], [-3.46626, -0.30466, -1.53980], [-2.29420, 0.11131, -3.65025], [-2.69868, -1.57257, -3.39591], [-0.36044, -0.80857, -4.38089], [-0.49356, -2.23711, -3.39036], [1.15693, 0.51552, -3.96680], [2.84183, 2.16180, -3.74317], [5.14518, 2.63369, -2.99753], [6.18433, 1.19799, -1.25858], [4.88783, -0.61442, -0.19631], [-3.41989, -2.51646, -0.58505], [-2.13356, -2.91014, 0.55628], [-2.01616, -3.23515, -2.47378], [-2.29331, -4.46367, -1.27027], [0.26147, -3.56265, -2.28930], [-0.09014, -4.87986, -1.18818], [1.02140, -4.80028, 0.54695], [2.26436, -5.10799, 2.48618], [2.74747, -4.44024, 4.80690], [2.01773, -2.21616, 5.61674], [0.83937, -0.65702, 4.10107], [-5.46450, 3.88940, 1.42600], [-4.25230, 3.64203, 0.85830], [-4.15786, 2.97715, -0.37314], [-2.92544, 2.67047, -0.90836], [-1.75230, 2.99897, -0.23079], [-1.83348, 3.73212, 0.95037], [-3.06399, 4.05136, 1.48257], [-0.22801, 2.45406, -0.97655], [-0.64827, 1.83739, -2.21631], [0.74215, 3.49723, -1.08141], [0.42590, 1.17003, -0.06802], [1.23703, 1.61003, 0.99222], [0.97166, 2.78200, 1.57273], [1.78751, 3.23266, 2.51138], [2.90312, 2.53182, 2.92929], [3.07327, 1.29801, 2.32410], [2.26306, 0.84671, 1.38313], [-6.30943, 3.64138, 0.94806], [-5.53503, 4.39219, 2.28955], [-5.06161, 2.72448, -0.91480], [-2.85467, 2.20387, -1.88092], [-0.92959, 4.05551, 1.43350], [-3.12132, 4.64034, 2.39006], [1.51793, 4.18893, 2.94948], [3.58007, 2.91216, 3.67910], [3.89086, 0.63761, 2.59895]], "energy_ev": -64279.9955, "total_charge": 1, "spin_multiplicity": 2, "e_homo_ha": [-0.3806, -0.3812], "de_lowest_kj_mol": 82.2, "s2": 0.759}

3.
{"formula": "C31H35BrIN5O8PPt", "method": "ωB97M-V/def2-TZVPD", "elements": ["Pt", "O", "C", "C", "C", "C", "C", "C", "C", "O", "N", "N", "C", "C", "C", "C", "C", "C", "N", "H", "H", "H", "H", "H", "H", "H", "H", "H", "H", "I", "C", "C", "N", "N", "C", "H", "H", "H", "Br", "C", "C", "C", "C", "C", "C", "C", "O", "O", "H", "H", "H", "H", "C", "C", "C", "C", "O", "P", "O", "O", "O", "C", "C", "C", "C", "H", "H", "H", "H", "H", "H", "H", "H", "H", "H", "H", "H", "H", "H", "H", "H", "H", "H"], "xyz": [[0.72318, -1.16016, -0.89891], [0.39351, -1.46586, 3.87667], [-0.60381, -2.37437, 3.74927], [-1.61305, -2.44603, 4.70895], [-2.63536, -3.36659, 4.59452], [-2.67203, -4.24221, 3.51376], [-1.67542, -4.17134, 2.56274], [-0.63000, -3.24634, 2.65238], [0.32894, -3.23664, 1.51823], [0.16368, -3.95297, 0.53885], [1.40993, -2.37388, 1.60441], [1.92188, -2.03171, 0.47792], [3.18878, -1.92344, 0.21990], [3.55257, -1.24201, -0.99575], [4.85704, -1.02537, -1.41052], [5.07757, -0.34343, -2.59462], [3.99736, 0.11704, -3.33498], [2.71888, -0.12232, -2.87191], [2.51891, -0.80297, -1.74065], [0.26743, -0.97744, 4.69822], [-1.58189, -1.76804, 5.55505], [-3.40281, -3.40532, 5.35655], [-3.46379, -4.97265, 3.42408], [-1.67649, -4.83412, 1.70860], [3.90917, -2.30427, 0.92807], [5.67642, -1.38162, -0.80262], [6.08844, -0.16418, -2.93487], [4.13392, 0.66519, -4.25506], [1.83000, 0.24746, -3.36309], [1.24672, -6.52491, -3.91547], [0.73030, -4.61736, -3.35463], [0.00002, -3.69935, -4.07714], [-0.09051, -2.58883, -3.33302], [0.52095, -2.76251, -2.14630], [1.04225, -3.98233, -2.14945], [-0.45233, -3.76079, -5.05216], [-0.61788, -1.73754, -3.48938], [1.56687, -4.35626, -1.28836], [-3.07695, 1.55816, -2.91858], [-3.89096, 0.37004, -1.70438], [-5.26276, 0.48091, -1.53053], [-5.92032, -0.33772, -0.62634], [-5.21910, -1.27366, 0.12287], [-3.85352, -1.38476, -0.04094], [-3.17588, -0.57126, -0.95826], [-1.72460, -0.75819, -1.03742], [-1.11967, -1.37403, -0.09243], [-0.97458, -0.40096, -1.99476], [-5.80980, 1.21461, -2.10530], [-6.99143, -0.23924, -0.50818], [-5.73306, -1.90933, 0.83035], [-3.28591, -2.10116, 0.53986], [-0.17392, 3.12598, 2.33151], [-1.19735, 2.50174, 1.39806], [-1.64765, 1.15077, 1.92693], [-2.38479, 3.42604, 1.18698], [-0.65664, 2.33142, 0.04085], [0.74014, 1.80734, -0.46111], [1.00060, 0.42369, 0.25297], [0.75627, 1.71252, -1.93159], [1.86278, 2.70620, 0.17956], [2.41157, 3.93122, -0.42550], [3.18038, 4.59082, 0.70450], [1.29159, 4.82799, -0.93159], [3.34391, 3.51846, -1.55352], [-0.65508, 3.31577, 3.29197], [0.19005, 4.07488, 1.94032], [0.67708, 2.46550, 2.49643], [-2.09028, 1.29175, 2.91514], [-0.81476, 0.45429, 2.01389], [-2.41230, 0.72013, 1.28141], [-2.90389, 3.59270, 2.13151], [-3.08269, 2.98248, 0.47592], [-2.05560, 4.38799, 0.79348], [2.51130, 4.85995, 1.52142], [3.66638, 5.49693, 0.34202], [3.94396, 3.91477, 1.08945], [0.60859, 5.09204, -0.12397], [0.72663, 4.34336, -1.72793], [1.72161, 5.74871, -1.32753], [4.10637, 2.83374, -1.17670], [3.84192, 4.40020, -1.95889], [2.78304, 3.03270, -2.35124]], "energy_ev": -147221.5879, "total_charge": 1, "e_homo_ha": -0.3954, "de_lowest_kj_mol": 103.7}